a | 9
Properties=species:S:1:pos:R:3:lowdin_charge:R:1 method="wB97M-V/def2-TZVPD" lumo_ev=1.10 multiplicity=1 orbital_gap_ev=10.45
H -0.17328 1.59941 0.18509 0.02
N -0.47693 1.29593 -0.73891 0.05
C -0.48978 0.04417 -0.92524 -0.31
N 0.13594 -0.84937 -0.05647 -0.13
N 0.59097 -0.39284 1.18626 -0.01
H -1.02335 -0.43735 -1.82330 0.13
H 0.63318 -1.61051 -0.30722 0.07
H 1.14183 0.47350 0.92607 0.09
H -0.33858 -0.12294 1.55371 0.09



b | 9
Properties=species:S:1:pos:R:3:lowdin_charge:R:1 method="wB97M-V/def2-TZVPD" lumo_ev=1.03 multiplicity=1 orbital_gap_ev=10.09
C -0.66165 -0.42748 -0.16960 -0.04
N 0.80083 -0.93633 -0.43977 -0.20
N 1.74642 0.06281 -0.85011 -0.08
N 1.74011 -0.47427 0.46011 -0.12
H -1.26971 -0.33811 -1.13579 0.10
H -1.01500 -1.17551 0.39030 0.01
H -0.41616 0.48329 0.47658 0.08
H 1.44526 1.07503 -1.05311 0.12
H 1.44329 0.19576 1.32648 0.15



Which is the most stable structure? a is the most stable.



a | 14
Properties=species:S:1:pos:R:3:lowdin_charge:R:1 method="wB97M-V/def2-TZVPD" lumo_ev="-6.93 / -6.93" multiplicity=1 total_charge=+1 orbital_gap_ev="8.85 / 8.85"
C -2.80660 0.27175 0.04257 0.12
C 1.18087 0.41317 0.12064 -0.39
C 0.80510 1.88328 0.01201 0.06
C 0.28947 -1.92249 -0.19268 -0.05
N -1.66933 0.03980 0.12750 0.16
N 0.47348 -0.67313 0.16161 0.17
O 2.29384 -0.15227 0.38661 0.19
H -3.72646 0.64212 -0.07087 0.05
H 1.79692 2.34040 0.20953 0.12
H 0.16319 2.03300 0.78475 0.05
H 0.26320 2.21134 -0.92746 0.13
H 1.06513 -2.52017 0.19047 0.14
H -0.43571 -2.39670 0.39206 0.12
H 0.30690 -2.17009 -1.23674 0.13



b | 14
Properties=species:S:1:pos:R:3:lowdin_charge:R:1 method="wB97M-V/def2-TZVPD" lumo_ev="-6.97 / -6.99" multiplicity=1 total_charge=+1 orbital_gap_ev="7.30 / 7.25"
C 1.20642 0.33039 -1.22408 0.11
C -0.01736 0.16430 -1.71115 -0.08
C 1.16600 0.28783 0.29887 -0.17
C -0.92221 -0.38936 1.66190 -0.10
N -0.12871 0.37153 0.87982 0.04
N -1.10489 0.13750 -0.97165 -0.03
O -2.23733 -0.10027 -0.98176 0.24
H 2.06562 0.58791 -1.80132 0.14
H -0.20830 0.06272 -2.85862 0.20
H 1.59916 -0.68560 0.51608 0.15
H 2.01383 0.92649 0.69286 0.17
H -1.88444 -0.44757 1.28146 0.07
H -0.56592 -1.43317 1.63117 0.12
H -0.98186 0.18731 2.58641 0.13



c | 14
Properties=species:S:1:pos:R:3:lowdin_charge:R:1 method="wB97M-V/def2-TZVPD" lumo_ev=-5.14 multiplicity=1 total_charge=+1 orbital_gap_ev=8.92
C 1.96174 -1.68368 -0.33075 0.34
N 1.77250 -0.62665 0.10927 0.00
O 2.04089 0.52827 0.30181 0.09
C 1.06627 1.49420 0.00514 -0.05
C -0.34624 0.93374 -0.28950 -0.10
N -0.67301 -0.12906 0.25909 0.00
C -1.95308 -0.73311 0.26611 -0.08
H 1.75677 -2.74956 -0.18990 0.15
H 0.89136 2.08076 0.89228 0.14
H 1.35595 2.07272 -0.91681 0.16
H -0.94099 1.58318 -0.78032 0.10
H -1.88209 -1.34481 -0.51919 0.04
H -2.90135 -0.11230 0.07142 0.13
H -2.14872 -1.31372 1.12135 0.07



d | 14
Properties=species:S:1:pos:R:3:lowdin_charge:R:1 method="wB97M-V/def2-TZVPD" lumo_ev=-6.47 multiplicity=1 total_charge=+1 orbital_gap_ev=6.99
C -2.07497 0.10963 0.54550 -0.03
C -1.77782 -1.08972 -1.55020 0.17
C 1.80865 -0.40205 0.56117 -0.04
C 1.28792 0.92566 -0.03043 -0.17
N -1.01370 0.74912 0.59509 0.14
N -0.12033 1.13969 -0.07228 0.16
O -2.41067 -0.69814 -0.54281 0.01
H -2.64016 0.10725 1.43404 0.16
H -2.26191 -1.74230 -2.18088 0.04
H 1.92392 -0.38710 1.57205 0.05
H 2.80190 -0.45571 0.26198 0.06
H 1.33416 -1.23243 -0.00205 0.10
H 1.39954 1.09100 -1.12910 0.15
H 1.74346 1.88508 0.53794 0.21



Which is the most stable structure? a is the most stable.



a | 28
Properties=species:S:1:pos:R:3:lowdin_charge:R:1 method="wB97M-V/def2-TZVPD" lumo_ev="-3.35 / -3.35" multiplicity=1 total_charge=+1 orbital_gap_ev="8.10 / 8.10"
C -1.00400 -3.69354 -0.57848 0.21
C -0.27464 -2.99901 0.11919 -0.02
C 2.26744 -1.61603 2.19831 -0.01
C 2.84462 -1.51653 0.72962 -0.05
C 0.69351 -2.22364 0.76485 -0.39
C -2.38216 1.33279 -1.20153 -0.08
C 0.28202 1.86107 0.03728 0.01
C -0.65882 -0.22892 0.81605 0.01
C -1.08251 0.53102 -1.49836 -0.18
N -0.10106 0.48727 -0.37393 -0.20
O 1.08013 -2.42093 1.97628 0.07
O 1.66015 -1.64275 -0.05170 -0.05
H -1.52631 -4.44371 -1.10965 0.05
H 2.88315 -2.14158 2.79051 0.10
H 1.84070 -0.76923 2.66719 0.12
H 3.28413 -0.44124 0.40977 0.19
H 3.57529 -2.16691 0.51518 0.08
H -2.63838 1.46731 -0.20592 0.04
H -2.18104 2.31113 -1.64075 0.08
H -3.32050 0.80408 -1.66954 0.13
H 0.78442 2.17492 -0.87281 0.11
H -0.51886 2.57684 0.43308 0.15
H 1.03801 1.79100 0.70270 0.05
H -0.14426 0.02021 1.84499 0.12
H -1.73188 -0.40203 0.78670 0.08
H -0.78676 0.83532 -2.53347 0.14
H -1.39368 -0.61410 -1.68292 0.16
H 0.57510 -0.21254 -0.53524 0.10



b | 28
Properties=species:S:1:pos:R:3:lowdin_charge:R:1 method="wB97M-V/def2-TZVPD" lumo_ev=-2.58 multiplicity=1 total_charge=+1 orbital_gap_ev=10.93
C 0.86716 0.63123 -1.57236 0.07
C -2.49533 0.22401 -1.39861 -0.01
C 0.32416 -1.46097 -0.15090 -0.33
C 1.08789 -0.15266 -0.10242 -0.31
C 0.24680 1.01217 -0.19064 -0.22
C -1.49352 0.18822 -0.37352 -0.26
C 2.44441 -0.26565 0.52331 0.00
C 0.14898 2.34096 0.46536 -0.01
C -1.34374 -1.14051 1.67345 0.04
N -1.06666 -1.17904 0.22688 -0.02
O -2.72810 0.62302 -0.05112 0.07
O 0.31260 -2.21838 -1.27087 0.10
H 1.60760 1.26493 -2.00256 0.10
H 0.29662 0.14814 -2.37644 0.10
H -2.61144 1.12831 -2.02984 0.15
H -2.83438 -0.66689 -1.79607 0.10
H 0.75682 -2.06870 0.75438 0.20
H 3.13738 0.47278 0.05598 0.11
H 2.88962 -1.21355 0.43020 0.07
H 2.35754 0.05731 1.61579 0.12
H 1.10528 2.73871 0.31463 0.07
H -0.01637 2.26029 1.60253 0.13
H -0.48632 3.08180 -0.06932 0.11
H -0.94722 -2.10110 2.01561 0.12
H -1.05040 -0.21372 2.06705 0.09
H -2.43463 -0.94251 1.97977 0.15
H -1.61729 -1.96017 -0.07756 0.18
H 0.46950 -1.77945 -2.07603 0.09



Which is the most stable structure? b is the most stable.



a | 11
Properties=species:S:1:pos:R:3:lowdin_charge:R:1 method="wB97M-V/def2-TZVPD" lumo_ev=0.38 multiplicity=1 orbital_gap_ev=9.92
C 1.16377 -1.75191 -0.21510 -0.50
C -0.62888 0.11652 -0.13699 -0.34
C -0.60507 1.57777 0.01545 -0.55
N 1.14048 -2.90923 -0.23787 0.12
N -1.36721 -0.82286 -0.10803 0.19
N 1.19077 -0.48008 -0.37854 0.06
Cl -0.30632 1.69569 1.70856 0.65
H 0.32745 1.96742 -0.44439 0.09
H -1.45680 2.24991 -0.06586 0.08
H -1.18276 -1.85071 -0.28182 0.11
H 1.72456 0.20748 0.14460 0.08



b | 11
Properties=species:S:1:pos:R:3:lowdin_charge:R:1 method="wB97M-V/def2-TZVPD" lumo_ev=0.63 multiplicity=1 orbital_gap_ev=10.16
C 1.57185 0.11329 -0.50358 -0.04
N 0.26490 0.03963 0.11100 -0.22
N 0.25564 0.25541 1.40434 0.02
N -0.99143 0.12174 1.79077 -0.01
C -1.79529 -0.17070 0.75225 -0.14
C -0.97529 -0.24679 -0.39881 -0.70
Cl -1.31507 -0.44993 -2.03152 0.73
H 2.33842 0.37653 0.25471 0.10
H 1.93946 -0.82372 -0.96773 0.10
H 1.55155 0.92206 -1.24818 0.09
H -2.84474 -0.13753 0.83674 0.09



Which is the most stable structure? b is the most stable.



a | 20
Properties=species:S:1:pos:R:3:lowdin_charge:R:1 method="wB97M-V/def2-TZVPD" lumo_ev=0.65 multiplicity=1 orbital_gap_ev=9.37
C -1.04956 0.51301 1.83863 -0.13
C -0.97886 1.72029 0.78309 -0.25
C -0.90599 1.18374 -0.73808 -0.20
N 0.23079 0.15233 -0.64033 -0.09
C 0.48785 -0.67790 -1.82501 -0.29
O 1.93066 -0.80534 -1.93732 -0.06
H -0.85841 -0.43514 1.17865 0.08
H -2.00583 0.47344 2.51404 0.08
H -0.19601 0.73144 2.51891 0.05
H -0.30125 2.56648 0.89390 0.08
H -2.00601 2.09750 0.70145 0.07
H -1.89184 0.61186 -0.88222 0.12
H -0.97910 2.14174 -1.42564 0.13
H 1.15979 0.45830 -0.47503 0.09
H -0.21965 -1.52165 -1.87902 0.13
H 0.20913 -0.09862 -2.70822 0.10
H 2.07066 -1.60877 -1.40749 0.07
O 1.49973 -2.67113 0.94245 -0.04
H 1.47576 -2.48307 1.89107 0.05
H 2.32813 -2.34849 0.65618 0.00



b | 20
Properties=species:S:1:pos:R:3:lowdin_charge:R:1 method="wB97M-V/def2-TZVPD" lumo_ev=0.53 multiplicity=1 orbital_gap_ev=9.12
C 0.90541 2.77638 -0.41544 -0.02
C 0.73975 1.55031 0.03077 -0.16
C 0.99538 0.25843 -0.80652 -0.25
N 0.52938 -0.98388 -0.22414 -0.16
C 0.91481 -2.28507 -0.67142 -0.17
H 0.64362 3.71104 0.10999 0.06
H 0.74889 3.00408 -1.45300 0.05
H 0.34378 1.20101 0.90803 0.06
H 2.10546 0.28842 -0.93738 0.13
H 0.58894 0.56189 -1.76732 0.09
H -0.43993 -0.86203 0.14912 0.13
H 0.34351 -3.13148 -0.11367 0.10
H 1.98552 -2.57716 -0.65083 0.07
H 0.52326 -2.46916 -1.72608 0.08
O -2.34924 -0.15621 -2.85345 -0.01
H -1.87371 0.45914 -2.36621 -0.02
H -2.15238 0.04274 -3.74742 0.02
O -1.79074 -0.22281 5.78675 -0.10
H -1.07438 -0.93399 5.93051 0.08
H -1.68733 -0.23165 4.81771 0.03



Which is the most stable structure? a is the most stable.



a | 55
Properties=species:S:1:pos:R:3:lowdin_charge:R:1 method="wB97M-V/def2-TZVPD" lumo_ev=0.73 multiplicity=1 orbital_gap_ev=8.90
C -1.07638 -1.22475 -3.01540 -0.05
C -1.62550 0.18840 -2.85834 -0.22
O -1.64799 0.62613 -1.51201 -0.06
C -2.53704 0.08211 -0.63672 -0.20
C -3.59425 -0.75046 -0.98486 -0.02
C -4.43811 -1.26698 -0.01564 -0.08
C -4.24670 -0.96030 1.31775 -0.08
C -3.21817 -0.10748 1.67730 -0.01
C -2.36849 0.42058 0.71818 -0.13
N -1.33000 1.29211 1.10913 0.02
C -1.22045 2.62877 0.55605 -0.07
C 0.08295 3.18869 1.13965 -0.17
C 1.26902 3.12336 0.17941 -0.48
O 2.02765 4.05983 0.03122 0.07
N 1.42894 1.94648 -0.45343 0.11
C 2.62452 1.67511 -1.22023 -0.14
C 2.39661 0.48250 -2.14964 -0.16
O 1.77935 -0.60028 -1.49302 -0.07
C 2.40049 -1.17260 -0.40610 -0.19
C 3.76107 -1.14678 -0.16390 -0.03
C 4.28178 -1.75751 0.96851 -0.09
C 3.43967 -2.38885 1.85885 -0.09
C 2.07442 -2.43969 1.61826 -0.01
C 1.53953 -1.84454 0.48725 -0.20
O 0.22447 -1.85312 0.13863 -0.07
C -0.67322 -2.55675 0.96725 -0.07
C 0.35851 2.29598 2.35712 -0.02
C -0.49751 1.05703 2.15196 -0.44
O -0.44284 0.03970 2.80710 0.07
H -1.77053 -1.96446 -2.62598 0.07
H -0.14384 -1.31237 -2.46461 0.06
H -0.89783 -1.43042 -4.06750 0.08
H -2.62122 0.28446 -3.31078 0.12
H -0.95968 0.90296 -3.35137 0.12
H -3.76878 -1.01051 -2.01652 0.11
H -5.24651 -1.91767 -0.31388 0.11
H -4.89782 -1.37072 2.07341 0.10
H -3.05679 0.14946 2.71223 0.12
H -2.08426 3.22765 0.87361 0.14
H -1.20850 2.59414 -0.53472 0.12
H -0.02612 4.23659 1.42451 0.15
H 0.80479 1.16739 -0.29675 0.13
H 2.87896 2.56705 -1.79885 0.13
H 3.45643 1.46857 -0.53479 0.12
H 1.68895 0.75007 -2.93860 0.13
H 3.34506 0.18732 -2.61618 0.13
H 4.42959 -0.65949 -0.85686 0.11
H 5.34574 -1.72730 1.14633 0.10
H 3.83709 -2.85124 2.74933 0.10
H 1.43069 -2.92902 2.32993 0.11
H -1.64040 -2.49837 0.47062 0.09
H -0.74457 -2.08755 1.95212 0.08
H -0.37956 -3.60630 1.06939 0.10
H 0.04842 2.77134 3.28986 0.13
H 1.40834 2.02171 2.46170 0.14



b | 55
Properties=species:S:1:pos:R:3:lowdin_charge:R:1 method="wB97M-V/def2-TZVPD" lumo_ev=0.58 multiplicity=1 orbital_gap_ev=8.34
C -8.54389 -2.51709 0.38291 -0.09
O -7.29494 -2.63441 -0.25432 -0.08
C -6.47596 -1.54872 -0.28832 -0.27
C -6.76437 -0.31240 0.28029 -0.01
C -5.85116 0.72170 0.17722 -0.01
C -4.63304 0.54310 -0.46379 -0.16
C -3.71828 1.71376 -0.60377 -0.43
O -4.11597 2.78200 -1.04133 0.07
N -2.42553 1.53868 -0.24218 -0.04
C -1.89607 0.39892 0.47657 -0.14
C -0.92773 0.87102 1.55726 -0.12
C 0.28930 1.57477 0.94050 -0.23
C 1.43919 0.58441 0.73227 -0.44
O 1.28362 -0.61709 0.76223 0.08
N 2.61897 1.21200 0.48761 0.14
C 3.88013 0.66236 0.21056 -0.22
C 4.93609 1.52910 -0.01728 -0.04
C 6.20215 1.03211 -0.29113 -0.02
C 6.43218 -0.33113 -0.34153 -0.21
O 7.63422 -0.91882 -0.60030 -0.07
C 8.74413 -0.08987 -0.83205 -0.09
C 5.35454 -1.21688 -0.11023 -0.19
O 5.65733 -2.53880 -0.17666 -0.06
C 4.62507 -3.47054 0.04122 -0.07
C 4.09539 -0.71398 0.16224 0.06
C -0.08152 2.18600 -0.42438 -0.13
C -1.52496 2.66523 -0.41351 -0.14
C -4.35399 -0.69246 -1.04394 -0.03
C -5.26337 -1.72338 -0.95946 0.01
H -9.16924 -1.75633 -0.09515 0.10
H -9.01995 -3.49087 0.27904 0.09
H -8.43274 -2.28132 1.44634 0.10
H -7.69601 -0.13946 0.79548 0.10
H -6.08264 1.68723 0.60148 0.12
H -2.72202 -0.15211 0.93018 0.13
H -1.36442 -0.27885 -0.20172 0.13
H -0.58969 0.00371 2.12541 0.12
H -1.44994 1.54755 2.23513 0.12
H 0.62714 2.36598 1.61775 0.15
H 2.60923 2.22229 0.49445 0.14
H 4.78193 2.59793 0.01682 0.11
H 7.00493 1.73033 -0.46411 0.10
H 9.58119 -0.76329 -1.00925 0.09
H 8.96613 0.54105 0.03555 0.10
H 8.59872 0.54438 -1.71334 0.10
H 4.20153 -3.37480 1.04591 0.10
H 3.82501 -3.36538 -0.69814 0.10
H 5.08898 -4.44990 -0.06426 0.09
H 3.26270 -1.36968 0.34289 0.09
H 0.03732 1.43627 -1.20928 0.13
H 0.57413 3.02442 -0.66364 0.12
H -1.67504 3.39640 0.39205 0.14
H -1.78643 3.15733 -1.35443 0.13
H -3.42976 -0.83989 -1.58189 0.12
H -5.06257 -2.68254 -1.40995 0.12



Which is the most stable structure? a is the most stable.